Below is a cluster of 3 separate species, C20H40NO3 in total in a non-equilibrium geometry, with properties calculated with ωB97M-V/def2-TZVPD.

XYZ file:
```
64
Properties=species:S:1:pos:R:3:nbo_charge:R:1
C 0.176 -4.888 2.215 -0.66
C 0.370 -4.369 0.805 0.05
C -0.495 -4.973 -0.265 -0.64
C 1.267 -3.431 0.563 -0.22
C 1.496 -2.281 1.529 -0.44
C 1.905 -0.995 0.778 -0.39
C 1.105 0.177 1.352 -0.19
C 1.486 0.364 2.852 -0.63
C 1.411 1.482 0.612 -0.41
C 0.525 2.693 0.997 -0.42
C -0.875 2.300 1.396 0.08
C -1.595 1.573 0.258 -0.26
N -2.744 0.854 0.877 -0.50
C -3.517 1.638 1.897 -0.27
C -2.893 2.992 2.358 -0.08
O -1.697 3.401 1.725 -0.50
H -0.303 -5.861 2.221 0.22
H 1.162 -5.032 2.650 0.22
H -0.357 -4.205 2.884 0.21
H -1.418 -4.411 -0.371 0.21
H 0.052 -5.026 -1.205 0.22
H -0.769 -5.987 0.029 0.21
H 1.886 -3.427 -0.327 0.20
H 0.564 -2.121 2.068 0.18
H 2.243 -2.559 2.280 0.22
H 1.611 -1.149 -0.260 0.20
H 2.972 -0.815 0.879 0.23
H 0.056 -0.136 1.312 0.15
H 2.494 -0.020 2.980 0.23
H 1.507 1.417 3.123 0.21
H 0.803 -0.190 3.490 0.21
H 2.439 1.734 0.862 0.24
H 1.380 1.311 -0.465 0.20
H 0.433 3.312 0.103 0.22
H 0.983 3.289 1.778 0.24
H -0.818 1.666 2.292 0.18
H -0.945 0.923 -0.312 0.25
H -2.013 2.368 -0.354 0.23
H -3.326 0.479 0.118 0.46
H -2.364 0.022 1.337 0.44
H -3.623 1.000 2.766 0.23
H -4.527 1.775 1.530 0.24
H -2.721 2.925 3.434 0.19
H -3.624 3.774 2.196 0.22
C 3.447 1.255 -2.711 -0.72
C 4.454 1.880 -1.775 0.60
O 4.807 1.315 -0.764 -0.55
C 4.999 3.234 -2.151 -0.72
H 3.144 0.286 -2.317 0.23
H 2.566 1.895 -2.795 0.22
H 3.890 1.110 -3.697 0.24
H 4.188 3.962 -2.211 0.23
H 5.512 3.177 -3.112 0.24
H 5.708 3.560 -1.393 0.24
C -3.574 0.908 -3.194 -0.72
C -3.424 -0.555 -2.859 0.62
O -3.783 -1.004 -1.786 -0.59
C -2.811 -1.440 -3.909 -0.73
H -4.031 1.432 -2.355 0.21
H -2.596 1.348 -3.397 0.24
H -4.214 1.026 -4.069 0.26
H -1.801 -1.100 -4.140 0.24
H -3.419 -1.420 -4.814 0.25
H -2.763 -2.462 -3.539 0.25
```

Properties
**Highest occupied orbital energy**: -10.3 eV
**Max |F|**: 1.5 eV/A
**Total charge**: +1
**LUMO level**: -0.1040 Eh
**Energy above the lowest of the compared OMol25 structures with the same formula, charge and spin**: 0.0 kJ/mol
**Frontier orbital gap**: 7.503 eV

***

Below is the ion C5H12N3 with charge +1 in a non-equilibrium geometry, with properties calculated with ωB97M-V/def2-TZVPD.

XYZ file:
```
20
Properties=species:S:1:pos:R:3:nbo_charge:R:1
C 1.769 -1.935 0.498 -0.34
C 2.090 -0.684 0.624 -0.10
N 1.319 0.418 0.182 -0.28
N 2.065 1.381 -0.573 -0.56
C -0.057 0.424 -0.078 0.17
N -0.812 0.372 0.913 -0.31
C -2.257 0.264 0.774 -0.26
C -2.809 -0.162 -0.621 -0.65
H 2.406 -2.762 0.964 0.24
H 0.937 -2.292 -0.077 0.21
H 2.997 -0.535 1.115 0.21
H 2.442 1.102 -1.620 0.43
H 3.153 1.369 -0.154 0.47
H 1.633 2.354 -0.572 0.47
H -0.430 0.676 -1.077 0.17
H -2.626 1.236 0.924 0.22
H -2.667 -0.375 1.600 0.23
H -2.263 -0.978 -1.044 0.21
H -3.948 -0.463 -0.458 0.24
H -2.941 0.593 -1.319 0.21
```

Properties
**Highest occupied orbital energy**: -13.2 eV
**Max |F|**: 5.0 eV/A
**Total charge**: +1
**LUMO level**: -0.1565 Eh
**Energy above the lowest of the compared OMol25 structures with the same formula, charge and spin**: 496.1 kJ/mol
**Frontier orbital gap**: 8.911 eV

***

Below is an isolated molecule of C4H8O3S in a non-equilibrium geometry, with properties calculated with ωB97M-V/def2-TZVPD.

XYZ file:
```
16
Properties=species:S:1:pos:R:3:nbo_charge:R:1
O -2.415 0.664 -0.551 -0.73
C -1.714 -0.197 0.314 -0.07
C -0.182 0.195 0.301 0.04
C 0.644 -0.671 1.268 -0.08
O 1.993 -0.438 1.164 -0.70
O 0.297 -0.105 -1.030 -0.50
C 1.179 0.711 -1.549 0.02
S 1.764 0.556 -3.053 -0.05
H -2.174 0.572 -1.514 0.49
H -2.079 -0.033 1.385 0.20
H -1.766 -1.264 -0.041 0.18
H 0.013 1.227 0.588 0.19
H 0.236 -0.283 2.258 0.18
H 0.458 -1.722 1.047 0.17
H 2.205 -0.674 0.205 0.47
H 1.539 1.463 -0.792 0.18
```

Properties
**Highest occupied orbital energy**: -9.1 eV
**Max |F|**: 2.6 eV/A
**LUMO level**: 0.0083 Eh
**Energy above the lowest of the compared OMol25 structures with the same formula, charge and spin**: 188.9 kJ/mol
**Frontier orbital gap**: 9.309 eV

***

Number 1: E -29013.4836 eV. Number 2: E -9839.0700 eV. Number 3: E -21253.7607 eV.